A.
DFT (the ωB97M-V functional and the def2-TZVPD basis) results for 2 unconnected molecules or ions with the total composition C5H7N3O2.

The HOMO-LUMO gap is 0.364 Ha. As for the charge: 0. The spin multiplicity is 1.

Last columns: bonded neighbours and bond lengths (Å).
CARTESIAN COORDINATES (ANGSTROEM)
1 O 0.193 2.562 3.303  C6 1.146
2 O -1.414 1.479 2.091  C6 1.140
3 N -2.341 1.194 -0.837  N5 1.318, C7 1.154
4 N -0.541 0.365 -0.245  N5 1.206, C10 1.428
5 N -1.234 0.582 -1.208  N3 1.318, N4 1.206
6 C -0.632 2.031 2.709  O1 1.146, O2 1.140
7 C -3.403 1.416 -0.445  N3 1.154
8 C 0.772 -1.329 0.599  C10 1.509, H12 1.098, H13 1.044, H17 1.133
9 C 0.933 -0.838 -1.732  C10 1.508, H14 1.035, H15 1.082, H16 1.102
10 C 0.771 -0.184 -0.384  N4 1.428, C8 1.509, C9 1.508, H11 1.098
11 H 1.549 0.553 -0.145  C10 1.098
12 H 1.763 -1.235 1.062  C8 1.098
13 H 0.730 -2.238 0.088  C8 1.044
14 H 0.913 -0.245 -2.581  C9 1.035
15 H 0.081 -1.491 -1.864  C9 1.082
16 H 1.855 -1.434 -1.831  C9 1.102
17 H 0.004 -1.188 1.420  C8 1.133


B.
DFT (the ωB97M-V functional and the def2-TZVPD basis) results for 2 unconnected molecules or ions with the total composition C5H7N3O2.

As for the structure (SMILES): N#CCc1cnoc1N.O. The HOMO-LUMO gap is 0.354 Ha. As for the charge: 0. The spin multiplicity is 1.

Last columns: bonded neighbours and bond lengths (Å).
CARTESIAN COORDINATES (ANGSTROEM)
1 O 3.273 -0.006 2.119  H11 0.969, H14 0.969
2 O 0.070 1.690 0.825  N4 1.386, C8 1.333
3 N 0.335 -0.511 1.391  C8 1.367, H13 1.016, H16 1.012
4 N -0.461 2.511 -0.156  O2 1.386, C9 1.306
5 N -3.002 -2.079 -1.396  C10 1.157
6 C -0.701 -0.849 -1.717  C7 1.501, C10 1.474, H15 1.100, H17 1.100
7 C -0.550 0.344 -0.819  C6 1.501, C8 1.376, C9 1.421
8 C -0.069 0.413 0.467  O2 1.333, N3 1.367, C7 1.376
9 C -0.833 1.705 -1.114  N4 1.306, C7 1.421, H12 1.089
10 C -2.007 -1.519 -1.580  N5 1.157, C6 1.474
11 H 3.095 0.266 3.031  O1 0.969
12 H -1.279 2.120 -2.017  C9 1.089
13 H 0.117 -0.284 2.357  N3 1.016
14 H 2.401 -0.182 1.737  O1 0.969
15 H 0.084 -1.594 -1.525  C6 1.100
16 H 0.115 -1.474 1.167  N3 1.012
17 H -0.587 -0.552 -2.769  C6 1.100


C.
DFT (the ωB97M-V functional and the def2-TZVPD basis) results for C5H7N3O2 in the gas phase.

The HOMO-LUMO gap (spin up / spin down) is 0.261 / 0.277 Ha. As for the charge: 0. The spin multiplicity is 1.

Last columns: bonded neighbours and bond lengths (Å).
CARTESIAN COORDINATES (ANGSTROEM)
1 O -3.054 -0.565 -0.864  C8 1.220
2 O 1.772 1.250 -0.303  C7 1.340, C9 1.286
3 N -0.784 -1.112 -0.837  C8 1.430, C10 1.331, H17 1.027
4 N -2.389 1.519 0.857  N5 1.311, H12 1.023, H15 1.117
5 N -1.562 0.603 0.416  N4 1.311, C8 1.351
6 C 1.643 -1.018 -0.176  C7 1.591, C10 1.509, H11 1.086, H14 1.130
7 C 2.372 0.276 0.394  O2 1.340, C6 1.591, H13 1.121, H16 1.094
8 C -1.911 -0.283 -0.543  O1 1.220, N3 1.430, N5 1.351
9 C 0.622 0.933 -0.783  O2 1.286, C10 1.399
10 C 0.358 -0.439 -0.712  N3 1.331, C6 1.509, C9 1.399
11 H 2.399 -1.564 -0.732  C6 1.086
12 H -2.393 1.664 1.869  N4 1.023
13 H 3.493 0.259 0.406  C7 1.121
14 H 1.429 -1.723 0.681  C6 1.130
15 H -3.297 1.806 0.272  N4 1.117
16 H 2.089 0.371 1.446  C7 1.094
17 H -0.787 -1.977 -1.390  N3 1.027


B is the most stable structure; the next one sits 1.973 eV above it.


A.
DFT (the ωB97M-V functional and the def2-TZVPD basis) results for C3H4S2 in the gas phase.

As for the structure (SMILES): CC(=S)C=S. The HOMO-LUMO gap (spin up / spin down) is 0.237 / 0.237 Ha. As for the charge: 0. The spin multiplicity is 1.

Last columns: bonded neighbours and bond lengths (Å).
CARTESIAN COORDINATES (ANGSTROEM)
1 S 2.079 -0.647 1.022  C4 1.699
2 S -2.199 -1.063 0.225  C3 1.918
3 C -0.492 -0.187 0.184  S2 1.918, C4 1.388, C5 1.433
4 C 0.385 -0.781 1.079  S1 1.699, C3 1.388, H8 1.070
5 C -0.105 0.837 -0.741  C3 1.433, H6 1.112, H7 1.124, H9 1.138
6 H -0.771 1.535 -1.294  C5 1.112
7 H 0.733 1.531 -0.462  C5 1.124
8 H 0.007 -1.599 1.655  C4 1.070
9 H 0.363 0.374 -1.669  C5 1.138


B.
DFT (the ωB97M-V functional and the def2-TZVPD basis) results for C3H4S2 in the gas phase.

As for the structure (SMILES): S=C[C@H]1CS1. The HOMO-LUMO gap is 0.321 Ha. As for the charge: 0. The spin multiplicity is 1.

Last columns: bonded neighbours and bond lengths (Å).
CARTESIAN COORDINATES (ANGSTROEM)
1 S 1.743 -0.484 -0.222  C3 1.797, C4 1.765
2 S -1.574 1.768 1.104  C5 1.586
3 C 0.162 -0.234 0.594  S1 1.797, C4 1.392, C5 1.493, H9 1.048
4 C 0.076 -0.904 -0.622  S1 1.765, C3 1.392, H7 1.109, H8 1.134
5 C -0.315 1.160 0.354  S2 1.586, C3 1.493, H6 1.161
6 H 0.364 1.663 -0.442  C5 1.161
7 H -0.277 -1.949 -0.739  C4 1.109
8 H -0.204 -0.299 -1.540  C4 1.134
9 H 0.026 -0.719 1.513  C3 1.048


C.
DFT (the ωB97M-V functional and the def2-TZVPD basis) results for C3H4S2 in the gas phase.

The HOMO-LUMO gap (spin up / spin down) is 0.277 / 0.271 Ha. As for the charge: 0. The spin multiplicity is 1.

Last columns: bonded neighbours and bond lengths (Å).
CARTESIAN COORDINATES (ANGSTROEM)
1 S -0.072 -2.954 -1.210  C4 1.775, C5 1.881
2 S 1.694 -0.312 -0.961  C3 1.683, C4 1.651
3 C 1.503 0.981 0.100  S2 1.683, H8 0.995, H9 1.055
4 C 0.326 -1.228 -1.094  S1 1.775, S2 1.651, C5 1.451
5 C -0.919 -1.485 -0.394  S1 1.881, C4 1.451, H6 0.987, H7 1.114
6 H -1.124 -1.272 0.548  C5 0.987
7 H -1.748 -1.088 -1.024  C5 1.114
8 H 2.147 1.705 -0.124  C3 0.995
9 H 0.666 1.040 0.740  C3 1.055


D.
DFT (the ωB97M-V functional and the def2-TZVPD basis) results for 2 unconnected molecules or ions with the total composition C3H4S2.

The HOMO-LUMO gap is 0.312 Ha. As for the charge: 0. The spin multiplicity is 1.

Last columns: bonded neighbours and bond lengths (Å).
CARTESIAN COORDINATES (ANGSTROEM)
1 S 2.284 -0.624 -1.220  C3 1.592
2 S -1.121 2.039 3.073  C4 1.694, C5 1.775
3 C 1.451 -1.541 -0.220  S1 1.592, H6 1.073, H7 1.089
4 C -0.507 0.489 2.768  S2 1.694, C5 1.434
5 C 0.404 1.508 2.334  S2 1.775, C4 1.434, H8 1.109, H9 1.035
6 H 1.928 -2.257 0.421  C3 1.073
7 H 0.367 -1.636 -0.196  C3 1.089
8 H 1.300 1.764 2.937  C5 1.109
9 H 0.509 1.700 1.322  C5 1.035


B is the most stable structure; the next one sits 1.089 eV above it.


A.
DFT (the ωB97M-V functional and the def2-TZVPD basis) results for C3H4S2 in the gas phase.

As for the structure (SMILES): S=CCC=S. The HOMO-LUMO gap is 0.287 Ha. As for the charge: 0. The spin multiplicity is 1.

Last columns: bonded neighbours and bond lengths (Å).
CARTESIAN COORDINATES (ANGSTROEM)
1 S 1.782 1.841 -0.027  C3 1.655
2 S -1.202 -1.631 -1.412  C4 1.541
3 C 1.374 0.327 0.501  S1 1.655, C5 1.621, H7 1.093
4 C -0.938 -0.218 -0.855  S2 1.541, C5 1.662, H8 1.079
5 C -0.223 0.072 0.617  C3 1.621, C4 1.662, H6 1.099, H9 1.301
6 H -0.938 0.790 1.043  C5 1.099
7 H 1.780 -0.687 0.464  C3 1.093
8 H -1.270 0.634 -1.427  C4 1.079
9 H -0.366 -1.129 1.096  C5 1.301


B.
DFT (the ωB97M-V functional and the def2-TZVPD basis) results for C3H4S2 in the gas phase.

As for the structure (SMILES): C1=CSCS1. The HOMO-LUMO gap is 0.314 Ha. As for the charge: 0. The spin multiplicity is 1.

Last columns: bonded neighbours and bond lengths (Å).
CARTESIAN COORDINATES (ANGSTROEM)
1 S 1.502 -0.539 -0.264  C3 1.913, C5 1.747
2 S -1.539 -0.386 -0.262  C3 1.763, C4 1.811
3 C -0.157 -1.434 0.059  S1 1.913, S2 1.763, H7 1.074, H9 1.084
4 C -0.547 1.116 -0.064  S2 1.811, C5 1.320, H8 1.059
5 C 0.769 1.027 -0.016  S1 1.747, C4 1.320, H6 1.150
6 H 1.369 2.007 -0.066  C5 1.150
7 H -0.061 -2.435 -0.318  C3 1.074
8 H -1.084 2.018 -0.206  C4 1.059
9 H -0.254 -1.372 1.137  C3 1.084


B is the most stable structure; the next one sits 1.975 eV above it.